[1]
Density functional theory data (ωB97M-V/def2-TZVPD) for C5H10FO8PS as an isolated structure.

Summary:
E_tot (Eh): -1637.9367

Last column: natural (NBO) charge in e.
Cartesian coordinates (Å):
C 0.558 -2.768 0.712  -0.645
C 0.090 -1.737 1.734  0.106
O 1.251 -1.295 2.435  -0.721
C -0.653 -0.524 1.133  -0.454
C -0.284 -0.169 -0.284  0.023
O -1.131 -0.879 -1.230  -0.687
S -0.782 -0.288 -2.655  2.554
O -1.922 -0.351 -3.484  -0.871
O 0.484 -0.751 -3.095  -0.899
O -0.575 1.231 -2.127  -0.694
C -0.541 1.276 -0.710  0.230
F -1.780 1.702 -0.285  -0.354
P 0.752 2.497 -0.180  2.319
O 1.948 1.808 0.287  -1.054
O -0.003 3.391 0.876  -0.973
O 0.928 3.483 -1.407  -0.967
H -0.099 -2.840 -0.154  0.218
H 1.558 -2.496 0.371  0.229
H 0.615 -3.758 1.166  0.223
H -0.597 -2.218 2.435  0.169
H 1.037 -1.158 3.363  0.474
H -0.454 0.333 1.780  0.241
H -1.734 -0.694 1.163  0.234
H 0.768 -0.370 -0.502  0.250
H -0.955 3.475 0.727  0.527
H 1.521 3.102 -2.072  0.522

=====

[2]
Density functional theory data (ωB97M-V/def2-TZVPD) for one molecule with the formula C4H4O2 at a distorted geometry.

Summary:
SMILES: O=C1C[C@H]2O[C@@H]12
Relative energy (zero: lowest compared OMol25 entry of this formula, charge and spin) (kcal per mole): 103.2

Last column: natural (NBO) charge in e.
Cartesian coordinates (Å):
O 1.395 0.097 1.822  -0.489
C 0.706 0.027 0.846  0.587
C 0.450 0.955 -0.366  -0.560
C -0.885 0.168 -0.554  -0.039
O -0.215 -1.355 -0.755  -0.500
C -0.511 -0.820 0.501  -0.081
H 1.101 0.899 -1.238  0.250
H 0.378 2.003 -0.042  0.249
H -1.172 -0.676 -1.368  0.374
H -1.133 -1.406 1.162  0.209